No. 1
ORCA calculation (wB97M-V/def2-TZVPD) on a molecular structure, C4H5NO3S2 at a distorted geometry.

Output
Kohn-Sham gap = 8.9278 eV
2S+1 = 1
HOMO = -8.5 eV
ΔE to the lowest compared entry with this formula, charge and spin = 241.1 kJ/mol
Charge = 0
Energy = -1232.1457 Eh

Structure (XYZ):
```
15
Properties=species:S:1:pos:R:3:forces:R:3
S -0.948263 0.822166 -1.293847 0.498 -0.481 0.202
S 1.601878 -0.092742 -0.704063 0.636 -0.479 -1.035
O -2.128372 1.050310 -0.505804 -0.611 -0.133 -0.069
O -0.734856 -0.806888 -1.652765 -0.435 0.394 0.254
O -1.298465 -0.997288 2.037753 -0.744 0.125 1.712
N 0.278554 0.747364 -0.075856 -1.309 0.187 -0.938
C 0.115129 -2.038525 0.372720 1.376 -1.652 -0.111
C -0.570710 -1.556756 1.355773 -0.969 1.402 -1.365
C 0.429783 2.066429 0.489480 -1.152 -0.462 -2.707
C 0.344424 -1.433922 -1.018410 0.023 0.315 2.483
H 0.513498 2.871906 -0.195502 0.092 0.678 -1.467
H -0.370435 2.325723 1.066493 -2.044 0.187 1.963
H 0.853368 -2.756477 0.773897 -0.307 0.127 -0.849
H 0.617804 -2.273390 -1.599993 0.898 -0.302 -1.065
H 1.296665 2.072089 0.950125 4.046 0.092 2.993
```
Forces are in eV/Å.

=====

No. 2
ORCA calculation (wB97M-V/def2-TZVPD) on a molecular structure, C4H5NO4 at a distorted geometry.

Output
Kohn-Sham gap (alpha / beta) = 7.4564 / 7.4556 eV
2S+1 = 1
HOMO (alpha / beta) = -7.6 / -7.6 eV
ΔE to the lowest compared entry with this formula, charge and spin = 492.0 kJ/mol
Charge = 0
Energy = -510.9741 Eh

Structure (XYZ):
```
14
Properties=species:S:1:pos:R:3:forces:R:3
O -1.422581 0.624768 -1.138824 0.214 -0.015 -0.143
O -0.106631 -1.884618 1.317632 0.159 0.468 0.165
O 1.885984 -0.820626 -0.834907 -0.113 0.073 0.123
O -1.580766 -0.138889 1.358511 0.634 0.281 0.230
N 1.208571 1.852436 1.029092 0.076 0.111 0.114
C -0.470545 -0.393099 -0.992007 -0.914 -0.567 1.782
C -0.521303 -0.833513 0.942796 -1.341 -1.124 -2.237
C 0.839944 -0.043538 -0.547173 0.870 0.294 0.654
C 0.931352 0.699746 0.653303 0.435 0.486 -0.689
H -1.035413 1.389750 -1.583045 -0.025 -0.006 0.040
H -1.847774 0.486691 0.650538 0.104 -0.103 -0.006
H 1.617229 -1.621635 -1.307473 -0.085 0.116 0.017
H 1.136361 1.964664 2.043157 -0.086 -0.075 -0.046
H -0.634425 -1.282136 -1.591599 0.073 0.062 -0.003
```
Forces are in eV/Å.

=====

Q: Look up the 2S+1 of the first one.
A: 1

=====

Q: Look up the 2S+1 of the second one.
A: 1

=====

Q: Look up the ΔE to the lowest compared entry with this formula, charge and spin of the second one.
A: 492.0 kJ/mol